(1)
Entry from the Open Molecules 2025 dataset: one molecule with the formula C15H18N2O3 (ωB97M-V/def2-TZVPD).

Results
strongest force on any atom: 2.4 eV/A
relative energy (zero: lowest compared OMol25 entry of this formula, charge and spin): 19.5 kcal/mol
HOMO-LUMO gap: 8.756 eV
lowest unoccupied orbital energy: 0.0050 hartree

```
38
C15H18N2O3 (ωB97M-V/def2-TZVPD)
C -1.939 0.187 1.266
C -0.927 0.490 0.147
C 0.564 0.276 0.679
C 1.467 1.344 0.797
C 0.932 2.764 0.795
C 2.832 1.154 1.007
C 3.387 -0.114 1.142
C 4.851 -0.347 1.331
C 2.490 -1.197 1.171
C 1.110 -1.006 0.986
C 0.251 -2.232 1.152
H -2.732 0.926 1.167
H -2.406 -0.778 1.081
H -1.639 0.154 2.344
H -0.976 1.550 -0.152
H 1.771 3.457 0.910
H 0.403 3.006 -0.136
H 0.244 2.942 1.640
H 3.470 2.033 1.103
H 5.051 -1.418 1.391
H 5.463 0.060 0.518
H 5.224 0.098 2.259
H 2.911 -2.187 1.341
H 0.864 -3.143 1.250
H -0.430 -2.188 2.022
H -0.387 -2.348 0.264
C -1.324 -0.082 -1.300
C -2.306 -1.253 -1.280
O -2.183 -2.131 -0.426
N -3.335 -1.431 -2.229
C -3.889 -0.438 -3.090
O -4.981 -0.516 -3.623
N -2.953 0.614 -3.205
C -1.845 0.953 -2.363
O -1.254 2.023 -2.506
H -0.399 -0.494 -1.770
H -4.017 -2.150 -1.969
H -3.363 1.422 -3.713
```

Löwdin atomic charge list, values in e, 8 entries: C -0.05; C -0.19; C -0.08; C -0.22; C -0.04; C -0.02; C -0.27; C -0.06

(2)
Entry from the Open Molecules 2025 dataset: one molecule with the formula C19H17N5S (ωB97M-V/def2-TZVPD).

Results
strongest force on any atom: 1.2 eV/A
relative energy (zero: lowest compared OMol25 entry of this formula, charge and spin): 0.0 kcal/mol
HOMO-LUMO gap: 8.917 eV
lowest unoccupied orbital energy: 0.0172 hartree

```
42
C19H17N5S (ωB97M-V/def2-TZVPD)
C -5.707 -2.776 3.119
C -4.702 -2.017 2.307
C -4.093 -0.877 2.811
C -3.172 -0.140 2.079
C -2.846 -0.595 0.800
C -3.464 -1.721 0.270
C -4.384 -2.426 1.017
H -4.857 -3.303 0.599
H -3.212 -2.027 -0.734
N -1.914 0.082 -0.012
C -0.650 0.467 0.268
N 0.040 0.334 1.404
C 1.267 0.795 1.329
N 1.868 1.356 0.287
C 1.202 1.477 -0.849
C -0.122 1.032 -0.927
C -1.179 0.912 -1.857
N -2.214 0.341 -1.300
H -1.201 1.217 -2.884
S 1.985 2.212 -2.222
C 3.698 2.346 -1.601
C 4.552 1.256 -2.163
N 4.125 0.015 -1.968
C 4.841 -0.986 -2.438
C 6.031 -0.813 -3.130
C 6.480 0.481 -3.338
C 5.729 1.538 -2.851
H 6.047 2.559 -2.997
H 7.400 0.666 -3.875
H 6.585 -1.663 -3.497
H 4.439 -1.973 -2.249
H 4.066 3.334 -1.873
H 3.595 2.241 -0.518
H 1.868 0.715 2.225
C -2.577 1.109 2.647
H -3.118 1.419 3.537
H -1.532 0.940 2.907
H -2.610 1.915 1.915
H -4.351 -0.540 3.805
H -5.582 -3.848 2.982
H -6.717 -2.515 2.799
H -5.613 -2.540 4.176
```

Löwdin atomic charge list, values in e, 8 entries: C -0.05; C -0.28; C 0.00; C -0.19; C -0.15; C 0.00; C -0.04; H 0.11

(3)
Entry from the Open Molecules 2025 dataset: C3H17Li3N6O6 as an isolated structure (ωB97M-V/def2-TZVPD).

Results
strongest force on any atom: 6.7 eV/A
charge: +2
relative energy (zero: lowest compared OMol25 entry of this formula, charge and spin): 181.6 kcal/mol
HOMO-LUMO gap: 6.112 eV
lowest unoccupied orbital energy: -0.2669 hartree

```
35
C3H17Li3N6O6 (ωB97M-V/def2-TZVPD)
Li -0.914 0.914 -2.242
Li -1.561 -0.543 3.169
Li -1.044 4.167 2.126
O -1.051 1.041 0.691
H -0.167 0.629 0.631
O 1.662 2.935 -2.377
H 2.548 2.737 -2.684
H 1.785 3.605 -1.705
O 0.722 -2.164 -2.701
H 0.480 -2.730 -3.434
H 0.748 -2.749 -1.944
C -0.798 -4.939 0.688
O -1.242 -3.976 1.261
N 0.414 -5.444 0.716
N -1.477 -5.723 -0.082
H 0.836 -6.132 0.109
H 0.881 -5.037 1.515
H -0.919 -6.281 -0.713
H -2.450 -5.491 -0.221
C 5.786 0.997 3.268
O 5.386 0.084 3.919
N 6.583 1.941 3.656
N 5.537 1.102 1.961
H 6.810 2.638 2.962
H 6.455 2.179 4.630
H 6.157 1.773 1.531
H 4.952 0.387 1.553
C -5.406 2.746 -2.338
O -4.590 1.999 -2.919
N -5.417 2.977 -1.026
N -6.376 3.289 -2.904
H -4.681 2.638 -0.423
H -6.225 3.294 -0.510
H -6.391 3.432 -3.903
H -7.033 3.704 -2.258
```

Löwdin atomic charge list, values in e, 8 entries: Li 0.88; Li 0.90; Li 0.93; O -0.63; H -0.16; O -0.05; H 0.05; H 0.03

(4)
Entry from the Open Molecules 2025 dataset: C8H18F3I2IrOP2 as an isolated structure (ωB97M-V/def2-TZVPD).

Results
strongest force on any atom: 8.1 eV/A
multiplicity: 6
charge: +3
relative energy (zero: lowest compared OMol25 entry of this formula, charge and spin): 1.1 kcal/mol
HOMO-LUMO gap (spin up / spin down): 9.347 / 4.392 eV
lowest unoccupied orbital energy (spin up / spin down): -0.3689 / -0.5883 hartree

```
35
C8H18F3I2IrOP2 (ωB97M-V/def2-TZVPD)
I 0.074 -2.780 -2.370
I 0.021 2.211 -1.960
Ir -0.016 0.542 -0.044
P -2.243 -0.125 -0.292
C -3.281 1.301 0.136
C -2.834 -0.658 -1.896
H -3.856 -1.036 -1.770
H -3.720 -1.800 0.584
H -2.173 -1.442 -2.283
H -2.022 -2.288 0.759
H -3.128 2.090 -0.602
H -2.836 0.190 -2.577
C -2.717 -1.452 0.852
H -4.328 0.984 0.120
H -2.717 -1.105 1.891
H -3.036 1.695 1.125
P 2.247 -0.034 -0.270
C 3.217 1.435 0.173
C 2.754 -1.367 0.851
H 2.229 -1.311 -2.290
H 3.910 -0.846 -1.756
H 2.847 0.354 -2.546
C 2.868 -0.513 -1.881
H 2.082 -2.222 0.730
H 3.767 -1.677 0.580
H 4.278 1.174 0.147
H 2.963 1.798 1.172
H 2.737 -1.026 1.892
H 3.029 2.233 -0.551
C -0.024 2.164 0.857
O -0.061 3.082 1.571
F 1.075 0.430 2.681
C -0.009 -0.090 1.975
F 0.021 -1.448 2.133
F -1.106 0.394 2.686
```

Löwdin atomic charge list, values in e, 8 entries: I 1.14; I 0.86; Ir 0.64; P 0.65; C -0.19; C -0.24; H 0.10; H 0.09

(5)
Entry from the Open Molecules 2025 dataset: C19H30N9O6Tl as an isolated structure (ωB97M-V/def2-TZVPD).

Results
strongest force on any atom: 0.1 eV/A
charge: +2
HOMO-LUMO gap (spin up / spin down): 7.478 / 5.350 eV
lowest unoccupied orbital energy (spin up / spin down): -0.2714 / -0.2977 hartree

```
65
C19H30N9O6Tl (ωB97M-V/def2-TZVPD)
Tl -2.627 -0.804 1.914
C -2.101 -0.194 5.094
C -3.447 0.413 4.648
N -4.217 -0.489 3.768
C -4.616 -1.768 4.378
C -4.469 -2.974 3.443
N -3.176 -3.068 2.747
C -2.009 -3.546 3.504
C -1.536 -2.568 4.579
N -1.518 -1.159 4.133
H -1.407 0.633 5.234
H -2.207 -0.677 6.066
H -4.021 0.676 5.540
H -3.270 1.329 4.084
H -5.028 0.009 3.417
H -4.033 -1.911 5.284
H -5.659 -1.728 4.697
H -4.661 -3.879 4.029
H -5.237 -2.920 2.670
H -3.293 -3.656 1.930
H -2.218 -4.508 3.982
H -1.213 -3.708 2.776
H -2.166 -2.650 5.462
H -0.540 -2.882 4.896
H -0.565 -0.886 3.932
C 1.404 1.080 -4.135
N 0.715 -0.185 -4.403
C 0.101 -0.120 -5.740
N 1.078 0.168 -6.801
C 1.762 1.426 -6.499
N 2.405 1.321 -5.183
C 3.508 0.355 -5.152
N 2.751 -0.855 -5.448
C 1.774 -1.199 -4.409
C 2.126 -0.853 -6.777
H 1.901 1.033 -3.169
H 0.689 1.902 -4.154
H -0.659 0.660 -5.742
H -0.383 -1.071 -5.956
H 1.042 2.244 -6.467
H 2.515 1.637 -7.257
H 3.962 0.317 -4.165
H 4.234 0.568 -5.932
H 2.273 -1.227 -3.442
H 1.353 -2.176 -4.643
H 1.695 -1.837 -6.958
H 2.879 -0.641 -7.534
O -0.421 -0.470 1.108
C -0.353 0.708 1.572
O -1.265 1.227 2.259
C 0.882 1.505 1.276
C 1.795 1.033 0.343
C 2.920 1.792 0.081
C 3.187 2.989 0.721
C 2.250 3.422 1.637
C 1.099 2.715 1.922
N 2.487 4.710 2.334
O 3.479 5.325 2.022
O 1.664 5.042 3.157
N 3.868 1.325 -0.948
O 3.496 0.406 -1.671
O 4.932 1.878 -1.036
H 1.627 0.096 -0.166
H 4.076 3.566 0.514
H 0.387 3.102 2.636
```

Löwdin atomic charge list, values in e, 8 entries: Tl 1.20; C -0.16; C -0.18; N -0.13; C -0.16; C -0.17; N -0.15; C -0.17

(6)
Entry from the Open Molecules 2025 dataset: C28H24CuN6O6P as an isolated structure (ωB97M-V/def2-TZVPD).

Results
strongest force on any atom: 2.4 eV/A
relative energy (zero: lowest compared OMol25 entry of this formula, charge and spin): 15.9 kcal/mol
HOMO-LUMO gap (spin up / spin down): 7.945 / 7.945 eV
lowest unoccupied orbital energy (spin up / spin down): -0.0195 / -0.0195 hartree

```
66
C28H24CuN6O6P (ωB97M-V/def2-TZVPD)
Cu -0.089 -0.841 0.901
N -0.070 0.267 -3.027
P -0.327 1.650 -2.046
C -0.230 2.894 -3.408
C -1.035 2.803 -4.543
C -0.980 3.782 -5.521
C -0.129 4.870 -5.371
C 0.687 4.959 -4.255
C 0.636 3.973 -3.277
C -2.165 1.709 -1.921
C -2.707 2.765 -1.195
C -4.074 2.841 -0.973
C -4.911 1.866 -1.494
C -4.377 0.818 -2.231
C -3.008 0.731 -2.434
C 0.485 -0.950 -2.654
C 0.732 -1.859 -3.699
C 1.266 -3.093 -3.419
C 1.596 -3.400 -2.107
C 1.377 -2.440 -1.146
N 0.815 -1.244 -1.378
H -0.160 0.388 -4.022
H -1.726 1.975 -4.656
H -1.616 3.709 -6.394
H -0.110 5.651 -6.120
H 1.357 5.801 -4.139
H 1.273 4.041 -2.404
H -2.044 3.525 -0.791
H -4.485 3.654 -0.387
H -5.978 1.912 -1.318
H -5.027 0.055 -2.641
H -2.596 -0.125 -2.952
H 0.489 -1.577 -4.716
H 1.435 -3.808 -4.213
H 2.006 -4.361 -1.836
H 1.651 -2.625 -0.116
O 0.497 -0.979 3.663
C 1.271 -1.641 2.983
O 1.430 -1.512 1.703
C 2.059 -2.759 3.616
C 3.075 -3.422 2.937
C 3.669 -4.539 3.497
C 3.229 -4.986 4.733
C 2.235 -4.321 5.437
C 1.655 -3.202 4.871
N 3.834 -6.182 5.320
O 4.698 -6.754 4.682
O 3.440 -6.539 6.416
H 3.390 -3.058 1.969
H 4.460 -5.070 2.988
H 1.927 -4.688 6.404
H 0.871 -2.661 5.381
N -2.208 2.435 4.218
C -1.175 2.244 3.354
C -1.133 1.113 2.519
N -0.140 0.940 1.669
C 0.830 1.858 1.613
C 0.765 2.971 2.427
N -0.225 3.172 3.289
H -2.783 1.651 4.468
H -2.113 3.184 4.881
H -1.909 0.361 2.561
H 1.641 1.687 0.922
H 1.536 3.731 2.401
O -1.703 -1.092 0.370
O -1.084 -2.256 0.607
```

Löwdin atomic charge list, values in e, 8 entries: Cu 0.55; N -0.14; P 1.06; C -0.37; C -0.10; C -0.08; C -0.09; C -0.09